(1)
This record from OMol25 describes a molecular structure, C2H16F2O6Zr in a non-equilibrium geometry. The level of theory is the ωB97M-V functional and the def2-TZVPD basis.

Positions of all 27 atoms, in Å:
Zr -16.0221 -5.8211 14.0428
F -12.9749 -7.1891 14.1925
F -15.5637 -4.7026 17.1714
C -19.3638 -1.1155 18.1197
O -18.0235 -0.9423 17.7396
H -19.4550 -1.5909 19.0964
H -19.8927 -0.1645 18.0581
H -19.8497 -1.7305 17.3622
H -17.7084 -1.8492 17.7378
C -14.2358 -6.3100 21.8983
O -12.9425 -5.8454 22.3439
H -14.3321 -6.6448 20.8655
H -14.4400 -7.2196 22.4631
H -14.9741 -5.5376 22.1136
H -12.5927 -5.3842 21.5780
O -13.5812 -2.7011 13.8513
H -13.9356 -1.8124 13.8797
H -12.6335 -2.5798 13.7928
O -11.2769 -3.8314 19.0093
H -10.7649 -4.4999 18.5541
H -12.1578 -3.9138 18.6441
O -19.5786 -6.0906 15.7410
H -19.6195 -6.6950 16.4821
H -20.4941 -5.9108 15.5272
O -16.3531 -9.0450 16.0696
H -16.4495 -9.8690 15.5922
H -16.0599 -9.3062 16.9425

Forces on atoms 1 to 3 (eV/Å):
Zr 2.53 -0.59 2.35
F -2.29 1.04 -0.14
F -0.35 -0.51 -1.61

Output
Net charge: +2

(2)
This record from OMol25 describes a molecular structure, C2H16Li5O16S2 in a non-equilibrium geometry. The level of theory is the ωB97M-V functional and the def2-TZVPD basis.

Positions of all 41 atoms, in Å:
Li 7.6763 -4.1110 16.5041
Li 7.5270 0.8046 13.4227
Li 5.2235 -2.9755 13.6665
Li 5.0718 -1.8859 16.8187
Li 5.1916 0.4515 15.3825
S 7.5388 -1.4655 15.3474
O 8.3577 -2.1965 16.3330
O 6.5290 -0.6775 16.0795
O 8.3068 -0.5400 14.4969
O 6.8140 -2.4675 14.5098
S 4.4332 -0.1613 12.6575
O 4.2284 0.4938 11.3766
O 4.6342 -1.6410 12.4909
O 5.6545 0.3561 13.4168
O 3.2596 0.0569 13.4808
O 4.6733 -1.7177 18.8622
C 3.4019 -1.1442 18.6456
C 3.2498 -0.0957 17.5636
O 3.6620 -0.4830 16.3072
H 3.0512 -0.8182 19.6425
H 2.7406 -1.9966 18.3582
H 3.8018 0.8092 17.9374
H 2.2178 0.3130 17.5545
O 8.2748 -2.5518 19.0886
H 7.6934 -1.8929 19.4875
H 8.1857 -2.4043 18.1422
O 7.2646 1.3986 17.8855
H 7.1956 0.6715 17.2544
H 6.9098 1.0293 18.7008
O 11.2494 -2.7308 14.9753
H 10.4318 -2.4774 14.5411
H 11.9266 -2.2318 14.5125
O 8.3329 -4.6419 14.5509
H 7.9951 -3.8013 14.1888
H 9.0510 -4.8988 13.9659
O 10.8453 -0.9190 17.4586
H 9.9067 -1.0728 17.6069
H 11.2450 -1.7890 17.5353
O 9.7326 -1.9754 12.6814
H 9.2000 -1.5374 13.3755
H 9.6113 -1.4193 11.9074

Forces on atoms 1 to 3 (eV/Å):
Li 0.69 0.45 -0.48
Li -1.17 -0.49 0.02
Li -0.34 1.33 -0.77

Output
Net charge: -1
Energy relative to the best compared isomer or geometry (same formula, charge and spin) in kcal/mol: 76.4

no.,gap between HOMO and LUMO (eV),HOMO (eV)
1,1.96,-15.7
2,4.64,-3.8